Record 1
The following is a quantum chemistry calculation of C22H11Cl5F5N2O2STc as an isolated structure, from the Open Molecules 2025 dataset.

- HOMO energy (alpha / beta): -11.5 / -11.8 eV
- ΔE to the lowest compared entry with this formula, charge and spin: 0.0 kcal per mole
- Multiplicity: 2
- Total charge: +1

Element x y z (Å)
1 Tc 0.5940 -0.1976 -1.0029
2 Cl -3.2321 -2.8150 3.5693
3 Cl 1.1601 -3.5778 0.4996
4 Cl -1.3607 1.0038 0.1477
5 Cl -0.8638 -4.6168 2.6491
6 Cl -3.5507 0.0805 2.3426
7 S -0.5642 -1.5513 -2.3661
8 F -4.2465 -4.0861 0.0549
9 F -1.7966 -3.8985 -1.0306
10 F -5.2706 0.2370 -1.4809
11 F -2.8138 0.4461 -2.5556
12 F -5.9897 -2.0168 -0.1620
13 O 2.2083 -1.2600 -1.8153
14 O 1.0404 1.5124 -1.6534
15 N 3.0164 1.7073 1.9666
16 N 1.8639 0.4190 0.6415
17 C 3.5940 -1.2444 -1.3953
18 C -3.1500 -0.6787 -1.9254
19 C 1.2000 2.7302 -1.1024
20 C -0.1206 -2.5652 1.0665
21 C -2.2294 -1.7121 -1.8048
22 C 0.8083 3.8503 -1.8280
23 C 2.1966 1.6810 0.8961
24 C -1.0298 -3.0367 2.0166
25 C -4.7866 -1.9257 -0.7018
26 C 1.5158 5.2625 -0.0083
27 C -1.3074 -0.5323 0.9916
28 C -2.2501 -0.9416 1.9119
29 C 1.7624 2.8682 0.1709
30 C 2.4873 -0.3684 1.5893
31 C -3.8959 -2.9827 -0.5937
32 C 0.9715 5.1084 -1.2807
33 C -4.4165 -0.7730 -1.3776
34 C -2.0965 -2.2277 2.4339
35 C 1.9048 4.1494 0.7089
36 C -0.2617 -1.2980 0.5355
37 C 3.2094 0.4235 2.4163
38 C -2.6370 -2.8709 -1.1544
39 H 1.9634 -2.1308 -2.1593
40 H 4.2006 -1.6057 -2.2218
41 H 3.8240 0.1948 3.2678
42 H 1.6263 6.2478 0.4215
43 H 3.7266 -1.8663 -0.5128
44 H 2.3022 4.2816 1.7079
45 H 3.4424 2.5351 2.3476
46 H 0.3811 3.7101 -2.8114
47 H 2.3629 -1.4361 1.6135
48 H 3.8432 -0.2117 -1.1771
49 H 0.6643 5.9784 -1.8450

***

Record 2
The following is a quantum chemistry calculation of one molecule with the formula C3H5NO2S at a distorted geometry, from the Open Molecules 2025 dataset.

- HOMO energy: -9.4 eV
- ΔE to the lowest compared entry with this formula, charge and spin: 73.9 kcal per mole
- SMILES: CS/C=N/OC=O
- Total charge: 0

Element x y z (Å)
1 S 0.6880 1.6807 1.4808
2 O -0.7112 -1.8191 -2.2140
3 O -1.7313 -0.3371 -0.7628
4 N -0.4246 -0.2246 -0.0867
5 C -0.5312 0.8062 0.6167
6 C -1.6677 -1.2349 -1.7811
7 C 1.8993 0.3671 1.1327
8 H -1.4488 1.4074 0.4941
9 H 1.2892 -0.6258 1.1739
10 H 2.5802 0.7103 0.2155
11 H -2.6926 -1.1751 -2.3115
12 H 2.7506 0.4449 2.0425

***

Record 3
The following is a quantum chemistry calculation of a 12-piece molecular cluster, C62H60F2N10 overall at a distorted geometry, from the Open Molecules 2025 dataset.

- HOMO energy: -9.0 eV
- ΔE to the lowest compared entry with this formula, charge and spin: 0.0 kcal per mole
- SMILES: Fc1ccccc1.Fc1ccccc1.c1ccncc1.c1ccncc1.c1ccncc1.c1ccncc1.c1ccncc1.c1ccncc1.c1ccncc1.c1ccncc1.c1ccncc1.c1ccncc1
- Total charge: 0

Element x y z (Å)
1 F 0.3943 1.6146 -2.0578
2 F -1.1175 -6.8350 2.7030
3 N 3.5697 -1.4378 0.6178
4 N 0.3618 -1.0099 -6.7414
5 N -1.0564 3.9972 -2.8701
6 N 1.0128 -1.4550 4.1404
7 N -4.9795 3.4408 1.5598
8 N 6.6051 1.5517 -1.1940
9 N -5.0492 -3.4911 1.8460
10 N -4.3698 -0.1773 4.1966
11 N 1.8151 -3.1547 -2.3241
12 N 2.0496 5.2589 1.5994
13 C 1.0418 -5.2476 0.2989
14 C -0.6668 -1.8870 -6.5637
15 C -5.2413 -1.0624 4.7437
16 C -3.5135 4.4502 -0.0244
17 C 5.2771 1.8048 -1.0070
18 C 7.0423 1.5157 -2.4955
19 C -4.4586 3.4963 0.3424
20 C 0.3729 3.4907 1.8656
21 C 2.9698 4.3192 1.6801
22 C -6.8162 -0.8874 2.9316
23 C 4.3785 1.9061 -2.0491
24 C 4.7809 -1.3423 0.1235
25 C 0.2836 -0.0714 -0.2992
26 C 3.8029 -1.9361 -3.8370
27 C -0.3960 4.6240 -1.9075
28 C -5.9329 0.0206 2.4164
29 C -4.5197 4.2931 2.5085
30 C -3.6005 5.3335 2.2007
31 C 0.2406 5.2433 -4.4369
32 C 2.6910 2.9676 1.8478
33 C -0.7342 0.5782 -5.3366
34 C 1.6492 -4.5460 2.5594
35 C 0.0895 -6.1103 0.8337
36 C -1.1941 0.1304 4.7145
37 C -4.7199 0.2759 3.0125
38 C -0.5036 -0.7296 0.6025
39 C 5.9531 -1.4465 0.8277
40 C 1.8108 -4.5320 1.1876
41 C -3.5227 -3.8742 -0.4102
42 C 1.3978 2.5661 1.8706
43 C 0.0717 0.7193 4.6200
44 C 1.5773 -2.1180 -3.0928
45 C -1.8703 -0.3760 0.7413
46 C -0.1842 -2.0030 4.3654
47 C -1.7928 -0.2897 -5.1777
48 C -5.5705 -3.1851 0.6480
49 C -3.8232 -3.8394 1.9332
50 C -3.0294 5.3383 0.8999
51 C 6.2217 1.7565 -3.6047
52 C -6.4258 -1.4514 4.1729
53 C 2.5154 -1.4375 -3.8434
54 C -1.6531 1.2502 -0.9683
55 C 0.7872 4.8485 1.7280
56 C -1.2727 -1.2521 4.6554
57 C -1.7122 -1.5758 -5.7520
58 C 3.4740 -1.7321 1.9177
59 C 4.5531 -2.0149 2.7471
60 C -0.3187 0.8733 -1.0982
61 C 4.8643 1.9066 -3.3298
62 C 0.6525 -5.3461 3.0631
63 C -0.7623 4.3205 -4.1515
64 C -2.9536 -4.0659 0.8224
65 C -2.4240 0.6455 -0.0168
66 C 0.9638 5.7798 -3.4131
67 C -4.8271 -3.4073 -0.5242
68 C 4.1328 -3.0103 -3.0251
69 C 0.3040 0.1302 -6.1300
70 C -0.1092 -6.1060 2.1905
71 C 1.1169 -0.1510 4.3377
72 C 5.8540 -1.7944 2.1977
73 C 0.6939 5.4127 -2.1231
74 C 3.0866 -3.6019 -2.3623
75 H 0.5639 -1.6865 -3.0778
76 H 3.2985 -4.5287 -1.8988
77 H -6.1012 0.4893 1.4608
78 H 4.7586 -1.1487 -0.9280
79 H -0.6664 3.4018 2.0302
80 H -7.1255 -2.1103 4.6689
81 H -3.4770 0.8564 0.1480
82 H -0.7803 1.5657 -4.9189
83 H -2.5023 -0.8006 1.5007
84 H -7.7652 -1.2315 2.4654
85 H 2.5194 -1.7219 2.3838
86 H 3.9979 4.6739 1.6964
87 H 2.5380 -3.8660 0.7239
88 H -2.0194 2.0504 -1.6298
89 H -4.8131 2.8027 -0.4441
90 H 3.3346 2.1099 -1.8257
91 H -2.3579 6.1262 0.5780
92 H -2.5026 -2.2996 -5.5913
93 H 4.4566 -2.2544 3.7588
94 H 4.1325 2.1438 -4.0950
95 H -0.6147 -2.8056 -7.1768
96 H -4.0780 0.9726 2.5182
97 H -3.1907 4.3933 -1.0558
98 H -5.3209 -3.3127 -1.4661
99 H 3.4397 2.1874 1.9719
100 H -1.9236 -4.4703 0.9981
101 H 6.5711 1.7372 -4.6076
102 H -1.2480 3.7773 -4.9409
103 H -6.6595 -3.0499 0.5203
104 H -0.7247 4.3216 -0.8898
105 H 4.6178 -1.4617 -4.4295
106 H -2.8740 -3.9175 -1.2971
107 H 1.7681 6.5039 -3.6123
108 H -4.9466 4.2709 3.5008
109 H 1.2903 5.8327 -1.2710
110 H -3.3152 6.0356 2.9699
111 H -2.1892 -1.7851 4.8835
112 H 1.0986 1.5152 1.9085
113 H -0.3284 -3.0435 4.2351
114 H -4.9371 -1.4498 5.7318
115 H 0.4704 -5.4283 4.1054
116 H 0.2926 1.7700 4.7173
117 H 1.0533 -5.0352 -0.7653
118 H 6.8059 -1.9572 2.7080
119 H 1.1904 0.7387 -6.2758
120 H 1.3435 -0.2447 -0.3244
121 H 0.5221 5.5326 -5.4420
122 H 5.1002 -3.5488 -3.0449
123 H -0.5523 -6.7322 0.2001
124 H 5.0067 1.8528 0.0304
125 H -2.0705 0.7112 4.7537
126 H 2.2194 0.0694 4.2203
127 H 2.2634 -3.8523 3.1640
128 H -0.0602 -1.5304 1.1879
129 H 6.9000 -1.2495 0.3476
130 H 0.0831 5.7094 1.7210
131 H 2.2390 -0.6630 -4.5223
132 H 7.9915 1.1190 -2.6021
133 H -3.3904 -3.9618 2.9071
134 H -2.6699 0.0081 -4.6859

***

Record 4
The following is a quantum chemistry calculation of a 2-piece molecular cluster, C5H10 overall, from the Open Molecules 2025 dataset.

- HOMO energy: -8.2 eV
- ΔE to the lowest compared entry with this formula, charge and spin: 122.7 kcal per mole
- Total charge: 0

Element x y z (Å)
1 C 2.0994 -0.0165 0.0845
2 C -2.0208 -0.3901 -0.4850
3 C -0.8713 -0.6348 0.4346
4 C -0.9343 0.6313 -0.4147
5 C 1.2375 1.0719 0.5985
6 H 2.0086 -1.0462 0.4629
7 H 2.2060 -0.0224 -1.0075
8 H -1.0421 -0.5510 1.5061
9 H -1.1446 1.5760 0.0766
10 H 0.8868 0.7659 1.6054
11 H -0.2779 0.7294 -1.2736
12 H -2.0664 -0.9752 -1.3972
13 H -0.1573 -1.4123 0.1734
14 H -2.9752 -0.1200 -0.0454
15 H 3.0496 0.3952 0.4768

***

Record 5
The following is a quantum chemistry calculation of C24H35ClFeN9O3PS as an isolated structure at a distorted geometry, from the Open Molecules 2025 dataset.

- HOMO energy (alpha / beta): -10.6 / -10.5 eV
- ΔE to the lowest compared entry with this formula, charge and spin: 2.7 kcal per mole
- Multiplicity: 6
- Total charge: +1

Element x y z (Å)
1 Fe 0.4500 1.1232 0.4047
2 Cl 5.0926 -0.1174 -1.0952
3 S 2.2491 2.9871 1.9691
4 P -0.0860 -2.3807 0.1298
5 O -0.0457 -0.8897 0.1331
6 O 2.2079 0.1071 1.4296
7 O 2.3986 1.1014 -0.5159
8 N 0.6559 1.5864 3.6237
9 N 1.2244 -3.0341 -0.6186
10 N -0.0247 1.4195 -1.7767
11 N -1.3926 -2.9437 -0.6985
12 N -0.2129 1.5673 2.5717
13 N -0.2759 -2.8983 1.6760
14 N 2.7369 1.9919 4.3838
15 N -1.9703 1.2251 0.5928
16 N -0.3090 3.2581 0.0640
17 C 0.1854 0.6367 -4.0211
18 C 0.5574 -2.2822 2.7195
19 C -4.1874 1.3860 -0.2830
20 C 1.6334 -4.3933 -0.2612
21 C 1.8248 2.0905 3.4062
22 C -2.7146 -2.5561 -0.1874
23 C 0.0496 0.4266 -2.6348
24 C 0.3275 4.3625 -3.9661
25 C -4.6581 1.7475 0.9693
26 C 0.1318 5.0019 -1.6422
27 C -3.7694 1.8217 2.0294
28 C -2.8341 1.1251 -0.4232
29 C -1.4005 -4.0943 -1.5978
30 C -1.4363 1.6522 2.8705
31 C 0.2718 1.9169 -4.4915
32 C 2.9033 0.4805 0.4562
33 C 0.2028 3.0039 -3.5880
34 C 2.3316 -2.1892 -1.0887
35 C 4.3878 0.2046 0.5049
36 C 0.0334 2.6907 -2.2347
37 C -0.7598 -4.2364 1.9973
38 C -2.4327 1.5562 1.8002
39 C 0.3160 5.3346 -3.0078
40 C -0.0448 3.7045 -1.2703
41 H 0.0010 -0.5767 -2.2190
42 H -3.3651 -2.2801 -1.0210
43 H -1.7502 1.8126 3.8984
44 H 0.4164 6.3768 -3.2874
45 H 4.5786 -0.6441 1.1466
46 H 0.7735 -5.0101 -0.0006
47 H 1.9981 -1.1694 -1.2406
48 H 0.4110 2.1154 -5.5486
49 H -4.1032 2.0976 3.0244
50 H 3.6435 2.4024 4.2783
51 H 0.2603 -0.2147 -4.6869
52 H -3.1944 -3.3737 0.3619
53 H 0.4416 4.6141 -5.0146
54 H -4.8486 1.3241 -1.1391
55 H 0.9339 -1.3179 2.3892
56 H -0.0372 -2.1339 3.6237
57 H 2.1294 -4.8553 -1.1159
58 H 0.1054 5.7870 -0.8923
59 H -1.4319 -4.1885 2.8565
60 H 0.0593 -4.9174 2.2474
61 H -0.3987 -4.2858 -1.9750
62 H 4.8768 1.0863 0.9155
63 H -1.3158 -4.6579 1.1580
64 H -0.0944 3.9542 0.7586
65 H 2.7091 -2.5726 -2.0387
66 H 1.4113 -2.9193 2.9746
67 H -2.0488 -3.8830 -2.4504
68 H 2.3337 -4.3989 0.5819
69 H -1.7795 -4.9980 -1.1065
70 H -2.6246 -1.6982 0.4782
71 H -2.4121 0.8288 -1.3788
72 H -5.7072 1.9765 1.1177
73 H 3.1579 -2.1824 -0.3713
74 H -1.2809 2.9883 0.1614
75 H 2.5344 1.4194 5.1854

***

Record 6
The following is a quantum chemistry calculation of C19H38AlGeOP2SSe as an isolated structure, from the Open Molecules 2025 dataset.

- HOMO energy: -17.8 eV
- ΔE to the lowest compared entry with this formula, charge and spin: 0.0 kcal per mole
- Total charge: +3

Element x y z (Å)
1 Se -1.9070 -1.0274 -1.1304
2 Ge -4.8591 -1.5926 0.2089
3 S 1.1959 -3.4410 0.3819
4 P 0.0291 2.0482 0.2004
5 P 2.6992 0.2975 -0.4401
6 Al 0.3669 -0.3247 -0.3157
7 O 0.6308 -1.9989 0.1505
8 C -1.3838 2.9124 -0.5206
9 C -5.1511 -2.2675 -1.5901
10 C -2.4213 -0.0132 -2.7087
11 C 1.5505 4.2015 -0.6452
12 C 0.2317 -4.5209 -0.7184
13 C -0.0022 2.4658 1.9672
14 C 3.5793 0.0157 1.1184
15 C 2.6942 2.0721 -0.7185
16 C -4.2814 -2.9987 1.4199
17 C 2.7187 4.8368 -1.0392
18 C -6.2716 -0.4428 0.8429
19 C -0.0722 -5.4339 1.5394
20 C 3.8608 2.7227 -1.1149
21 C -0.7256 -5.3331 0.1608
22 C 3.6855 -0.5223 -1.7136
23 C 3.8730 4.1009 -1.2704
24 C 0.3886 -4.0203 1.8885
25 C -3.2358 -0.3730 0.1306
26 C 1.5257 2.8190 -0.4704
27 H 3.1142 0.5669 1.9353
28 H -3.4948 0.6482 -0.1487
29 H -3.4476 -0.3047 -2.9196
30 H 0.7910 1.9488 2.5069
31 H -2.3588 1.0522 -2.5179
32 H -4.2331 -2.6211 -2.0620
33 H -5.8378 -3.1131 -1.5421
34 H 1.0962 -3.9590 2.7132
35 H 0.9717 -5.1438 -1.2226
36 H -6.0173 0.0150 1.7985
37 H -2.7740 -0.3600 1.1204
38 H 4.7677 2.1627 -1.3083
39 H -1.7771 -0.3067 -3.5331
40 H -3.2201 -3.2235 1.2793
41 H -0.7524 -5.8011 2.3064
42 H 2.7287 5.9123 -1.1584
43 H 3.6458 -1.6025 -1.5682
44 H 4.7842 4.6007 -1.5715
45 H -4.8482 -3.9095 1.2257
46 H 0.7791 -6.1175 1.5124
47 H -1.3976 3.9386 -0.1524
48 H -0.9647 2.2034 2.4078
49 H 4.7265 -0.2079 -1.6357
50 H -0.4487 -3.3404 2.0594
51 H 3.6041 -1.0460 1.3661
52 H -4.4454 -2.7163 2.4598
53 H -6.4780 0.3374 0.1101
54 H 0.1565 3.5411 2.0619
55 H -2.3098 2.4309 -0.2077
56 H -1.3197 2.9244 -1.6080
57 H -1.6966 -4.8398 0.2266
58 H 3.3111 -0.2774 -2.7070
59 H -0.2442 -3.8799 -1.4597
60 H -5.6145 -1.5095 -2.2229
61 H -7.1809 -1.0296 0.9785
62 H -0.8805 -6.3168 -0.2783
63 H 4.6023 0.3741 0.9920
64 H 0.6642 4.8002 -0.4757

***

- Among the records above, which one has the highest ΔE to the lowest compared entry with this formula, charge and spin?
  C5H10